{"formula": "C45H125N13O12", "method": "ωB97M-V/def2-TZVPD", "charge": 0, "lumo_energy_ev": 0.359, "homo_lumo_gap_ev": 8.968, "smiles": "COC[C@H](C)N.COC[C@H](C)N.COC[C@H](C)N.COC[C@H](C)N.COC[C@H](C)N.COC[C@H](C)N.COC[C@H](C)N.COC[C@H](C)N.COC[C@H](C)N.COC[C@H](C)N.COC[C@H](C)N.NC(N)=O", "e_tot_ha": -3403.6472, "homo_ev": -8.6, "species": ["C", "O", "C", "C", "C", "N", "H", "H", "H", "H", "H", "H", "H", "H", "H", "H", "H", "C", "O", "C", "C", "C", "N", "H", "H", "H", "H", "H", "H", "H", "H", "H", "H", "H", "C", "O", "C", "C", "C", "N", "H", "H", "H", "H", "H", "H", "H", "H", "H", "H", "H", "C", "O", "C", "C", "C", "N", "H", "H", "H", "H", "H", "H", "H", "H", "H", "H", "H", "C", "O", "C", "C", "C", "N", "H", "H", "H", "H", "H", "H", "H", "H", "H", "H", "H", "C", "O", "C", "C", "C", "N", "H", "H", "H", "H", "H", "H", "H", "H", "H", "H", "H", "C", "O", "C", "C", "C", "N", "H", "H", "H", "H", "H", "H", "H", "H", "H", "H", "H", "C", "O", "C", "C", "C", "N", "H", "H", "H", "H", "H", "H", "H", "H", "H", "H", "H", "C", "O", "C", "C", "C", "N", "H", "H", "H", "H", "H", "H", "H", "H", "H", "H", "H", "C", "O", "C", "C", "C", "N", "H", "H", "H", "H", "H", "H", "H", "H", "H", "H", "H", "C", "O", "C", "C", "C", "N", "H", "H", "H", "H", "H", "H", "H", "H", "H", "H", "H", "N", "C", "N", "O", "H", "H", "H", "H"], "xyz": [[-4.866402, 8.379595, 4.026284], [-6.153271, 8.340498, 4.573699], [-7.064115, 9.363508, 4.245383], [-8.258656, 9.263404, 5.166920], [-9.026492, 7.945930, 4.710997], [-9.120473, 10.314588, 4.933589], [-4.210333, 7.831954, 4.702861], [-4.383973, 9.354918, 3.962130], [-4.789192, 7.916526, 3.042564], [-6.600047, 10.309421, 4.524655], [-7.293854, 9.291863, 3.182283], [-7.854098, 9.167310, 6.174497], [-9.865583, 8.177648, 4.055011], [-9.431751, 7.313639, 5.500979], [-8.389221, 7.273162, 4.137075], [-9.915030, 10.385874, 5.553008], [-8.491206, 11.041721, 5.242460], [6.306816, -7.511910, 4.863768], [7.169450, -8.480003, 5.490026], [6.598842, -9.703454, 5.947228], [7.587019, -10.431944, 6.796946], [8.893923, -10.738579, 6.105790], [7.150025, -11.746843, 7.356179], [6.801528, -6.926296, 4.088907], [5.789618, -6.945359, 5.638122], [5.446585, -7.921243, 4.334101], [5.701206, -9.419819, 6.496689], [6.217950, -10.331669, 5.142010], [7.915947, -9.852941, 7.659887], [9.559273, -9.888678, 5.953896], [8.692292, -11.099586, 5.097268], [9.466878, -11.592916, 6.466266], [6.265999, -11.357654, 7.651340], [7.678537, -11.775125, 8.216394], [3.843014, 0.447391, 9.841062], [2.609150, -0.045506, 9.388830], [2.654702, -1.149024, 8.612323], [1.326817, -1.378089, 7.834508], [0.974694, -0.131481, 7.027714], [0.222508, -1.634493, 8.748525], [4.364372, 0.736253, 8.928464], [4.345001, -0.227639, 10.534212], [3.774802, 1.428163, 10.311741], [3.395699, -1.194527, 7.814231], [2.601413, -1.987664, 9.306557], [1.273772, -2.370989, 7.387932], [0.094116, -0.217203, 6.391050], [1.858212, 0.152402, 6.455948], [0.758458, 0.694429, 7.705372], [0.485227, -2.273607, 9.485148], [0.197985, -0.778294, 9.283720], [1.918848, 8.029860, 3.499103], [1.994754, 9.251331, 4.275851], [2.446399, 10.513049, 3.720030], [2.563312, 11.654692, 4.816562], [1.280121, 11.948116, 5.626089], [2.900302, 12.817409, 4.089572], [1.403506, 7.210322, 4.000003], [2.903450, 7.704742, 3.163039], [1.253056, 8.227532, 2.659005], [3.455244, 10.252912, 3.399621], [1.810744, 10.866914, 2.908346], [3.361633, 11.420788, 5.520884], [0.913919, 11.105014, 6.211918], [0.452021, 12.267657, 4.993440], [1.383929, 12.708570, 6.400052], [2.613373, 13.641734, 4.597768], [2.401572, 12.940431, 3.219956], [7.798292, -5.640084, -7.142776], [7.812287, -5.083024, -5.868670], [8.963820, -4.261470, -5.650817], [8.819580, -3.789130, -4.131793], [7.587125, -2.779748, -3.881318], [10.037952, -3.096779, -3.689387], [7.665307, -6.721679, -7.119148], [8.615588, -5.381229, -7.815921], [6.940333, -5.111368, -7.558083], [9.842110, -4.848849, -5.918566], [8.899759, -3.377266, -6.284990], [8.690576, -4.632012, -3.452814], [7.577837, -1.853398, -4.455690], [7.587241, -2.505065, -2.826499], [6.612239, -3.267278, -3.878817], [9.751131, -2.554936, -2.886738], [10.469973, -3.877882, -3.216816], [0.930380, -2.707680, -0.914592], [0.179230, -1.550715, -1.325581], [-0.044586, -0.487763, -0.338110], [-0.523270, 0.763352, -1.115659], [0.645783, 1.493600, -1.789068], [-0.966241, 1.628159, -0.067060], [1.753184, -2.410814, -0.264249], [1.404013, -3.233481, -1.743636], [0.310059, -3.427614, -0.380743], [-0.733839, -0.846636, 0.426252], [0.902822, -0.232054, 0.136360], [-1.354222, 0.373537, -1.703602], [1.527774, 1.628831, -1.163053], [0.368946, 2.520865, -2.026117], [0.875139, 1.021381, -2.744327], [-1.443100, 2.277126, -0.676615], [-0.260720, 2.120987, 0.461579], [2.757619, 13.365980, -7.732446], [2.203798, 12.440667, -6.815514], [1.769103, 11.213418, -7.280338], [0.714493, 10.488127, -6.236507], [1.307287, 10.281457, -4.872228], [0.125195, 9.247226, -6.752438], [2.147490, 13.701155, -8.571195], [3.529585, 12.868896, -8.319876], [3.255501, 14.200963, -7.239495], [1.136391, 11.309614, -8.162678], [2.745529, 10.732328, -7.337400], [-0.104335, 11.178693, -6.034645], [0.578000, 9.734267, -4.274885], [1.376127, 11.222425, -4.326389], [2.242340, 9.759139, -4.669812], [-0.274827, 9.483548, -7.649234], [0.929222, 8.646116, -6.863313], [-6.998142, 7.632190, -6.772816], [-6.723129, 7.083917, -5.453106], [-6.175472, 5.773004, -5.486391], [-5.763425, 5.335927, -4.067193], [-6.743093, 5.371450, -2.950214], [-4.630622, 6.124800, -3.604745], [-7.618415, 7.046885, -7.451616], [-5.984976, 7.714439, -7.166297], [-7.434780, 8.622162, -6.640828], [-6.921573, 5.147569, -5.976546], [-5.363851, 5.700503, -6.210351], [-5.460713, 4.301100, -4.227178], [-7.641569, 4.846821, -3.275173], [-6.905052, 6.304417, -2.410363], [-6.337607, 4.724148, -2.172595], [-5.030119, 6.958694, -4.011099], [-3.858841, 6.083221, -4.254922], [3.936418, -9.682176, -0.292465], [2.633073, -9.463685, 0.121700], [1.771631, -10.607940, 0.250677], [0.383518, -10.292467, 0.906827], [0.319467, -9.833869, 2.401823], [-0.700503, -11.291710, 0.877020], [3.953144, -10.262871, -1.214741], [4.562909, -10.258872, 0.388001], [4.384472, -8.707065, -0.483533], [1.522904, -10.923988, -0.762403], [2.135059, -11.443219, 0.849283], [-0.077820, -9.532199, 0.276541], [1.090088, -10.371570, 2.954207], [-0.593309, -9.888337, 2.995087], [0.627540, -8.789495, 2.451519], [-0.960921, -11.391206, -0.093746], [-1.554842, -10.905134, 1.252183], [-6.317979, -1.782850, 4.983030], [-7.251560, -1.484164, 4.033860], [-6.581394, -1.031699, 2.783301], [-7.682832, -1.472226, 1.638929], [-7.083037, -1.219902, 0.312255], [-8.761934, -0.597225, 1.974133], [-5.587797, -2.511669, 4.631230], [-6.793151, -2.248701, 5.846327], [-5.754936, -0.966153, 5.434788], [-6.358196, 0.031970, 2.700327], [-5.597224, -1.473821, 2.628241], [-7.887944, -2.542715, 1.646048], [-6.780638, -0.214519, 0.019240], [-7.792479, -1.546866, -0.447930], [-6.281716, -1.950131, 0.199361], [-8.537553, 0.321488, 1.619565], [-8.744690, -0.570802, 2.983641], [-2.038816, -13.107217, -4.618600], [-1.475833, -11.846160, -4.708661], [-1.844725, -11.219585, -5.929894], [-1.318154, -9.790698, -5.874127], [0.126074, -9.501092, -5.587309], [-2.190272, -9.075495, -5.009331], [-1.775743, -13.804892, -5.413666], [-3.124971, -13.189041, -4.659596], [-1.694783, -13.572206, -3.694744], [-1.265804, -11.603183, -6.770011], [-2.897558, -11.324440, -6.191919], [-1.402640, -9.545393, -6.932798], [0.215376, -9.893020, -4.574138], [0.255748, -8.419456, -5.550445], [0.739199, -10.080233, -6.277796], [-1.490008, -8.656196, -4.414426], [-2.654880, -9.817213, -4.505254], [-1.600270, 0.535611, -8.256352], [-2.424573, -0.483170, -8.367365], [-1.841317, -1.512774, -8.899321], [-3.577629, -0.404833, -8.115965], [-0.669835, 0.156088, -8.358166], [-1.908724, 1.440050, -7.929334], [-2.371824, -2.360474, -9.040984], [-0.859757, -1.393078, -9.105020]], "forces_ev_per_a": [[0.648, -0.155, 0.143], [-0.080, -0.377, 0.559], [1.027, 0.304, 0.410], [-0.409, -5.438, -1.354], [0.378, -0.286, 0.424], [-0.154, 3.099, 0.041], [-0.139, -0.290, 0.001], [-0.480, 0.534, -0.004], [-0.259, -0.062, -0.200], [0.317, 0.543, -0.595], [-0.388, 0.399, -0.058], [-0.069, -0.137, 0.277], [0.056, 0.422, 0.032], [0.039, 0.263, 0.356], [0.255, 0.098, 0.079], [-0.115, -0.451, 0.133], [-0.622, 1.533, -0.244], [-0.848, -1.098, 0.518], [0.379, 0.216, -0.905], [-1.069, 1.045, -0.225], [3.096, -0.841, 0.800], [0.639, -0.029, -2.095], [-1.273, 1.666, -0.584], [0.529, 0.094, 0.639], [0.497, 0.651, 0.101], [0.064, -0.870, -0.210], [-0.239, -0.213, 0.583], [0.327, -0.153, -0.451], [-0.602, 0.850, -0.003], [-0.076, 0.105, 0.277], [-0.274, 0.102, -0.372], [-0.167, 0.245, 0.897], [-1.087, -1.236, 0.793], [0.097, -0.536, 0.230], [0.131, 0.753, -0.850], [-0.786, 2.392, 1.039], [-1.600, -2.466, -1.242], [-0.807, 0.084, 1.086], [0.298, -0.350, -0.281], [-0.682, 1.325, 1.147], [1.033, -0.627, 0.064], [0.280, -0.186, -0.315], [-0.846, -0.195, 0.426], [0.898, 0.142, 0.489], [1.175, -0.782, -0.220], [1.312, 0.373, -1.342], [0.184, -0.325, -0.095], [-0.162, 0.160, -0.327], [0.142, -0.062, 0.205], [0.205, -0.714, -0.139], [-0.775, 0.478, 0.353], [-0.256, 1.826, -0.587], [-0.793, -0.255, 1.006], [0.503, -1.486, 1.456], [-1.730, -1.400, 0.073], [-0.465, -1.050, 0.359], [0.991, 1.974, -0.978], [0.323, 0.412, 0.842], [0.063, -0.001, -0.076], [0.257, -0.014, -0.546], [0.175, 0.777, -0.608], [-0.117, -0.104, -0.171], [0.099, -0.238, -0.098], [0.074, -0.407, -0.238], [0.065, -0.020, -0.273], [0.588, 0.363, -0.248], [0.330, 0.142, 0.333], [-0.111, -0.520, -0.247], [-1.321, 0.617, -0.874], [1.400, 0.165, 0.986], [-1.654, 0.142, 1.946], [-1.178, 1.479, -1.117], [0.517, -1.490, 0.418], [-0.019, -0.700, 0.228], [-0.067, 0.033, 0.027], [0.512, -0.016, 0.391], [-0.368, -0.742, -0.899], [0.394, 0.202, 0.493], [0.203, 0.194, -0.116], [-0.553, -0.402, -0.497], [0.194, -0.277, -0.271], [0.635, 0.271, 0.205], [0.021, -0.199, -0.927], [0.033, 0.589, 0.048], [1.250, 0.134, -0.038], [-0.201, 0.892, 0.497], [0.411, -0.024, 0.234], [0.908, -1.358, -1.738], [2.590, -1.714, 2.221], [-0.618, -0.397, -1.564], [-2.627, 0.787, -0.072], [0.070, 0.089, 0.244], [-0.396, 0.369, -0.417], [-0.175, 0.011, 0.110], [-0.305, 0.276, -0.113], [0.240, -0.096, 0.233], [0.048, 0.755, -0.441], [-0.033, -0.630, 0.180], [-0.382, 0.045, -0.132], [0.551, -0.052, 0.045], [-0.455, 1.175, 1.074], [0.364, -0.129, -0.362], [0.853, -1.141, -0.893], [-0.828, 2.672, 1.155], [-1.264, -0.818, 1.329], [1.515, 0.985, -0.433], [-0.372, -0.004, 1.696], [0.791, 1.007, 0.332], [-1.031, 0.270, 0.500], [0.661, -0.333, 0.144], [-0.498, -0.144, 0.328], [0.581, -0.110, -0.707], [-0.506, -1.533, -0.851], [-0.013, 0.289, -0.521], [-0.209, -0.212, -0.046], [0.254, 0.245, -0.289], [0.245, -0.080, -0.891], [-0.001, -0.476, -0.351], [-0.182, -0.622, -0.502], [1.454, -0.070, 1.274], [-0.724, 0.290, -0.507], [-1.413, 0.279, -0.203], [0.957, -0.941, -1.306], [-0.875, -1.291, 0.627], [0.017, 1.045, -0.800], [-0.128, -0.429, 0.372], [-0.146, 0.350, -0.842], [0.053, -0.151, 0.102], [-0.389, -0.605, 0.473], [0.786, 0.271, 0.234], [0.047, -0.285, 0.210], [-0.499, 0.492, 0.193], [-0.215, 0.269, -0.769], [0.162, -0.082, 0.071], [0.335, 1.714, 1.019], [0.589, -0.860, -0.143], [0.417, -0.587, -0.715], [-1.784, -0.168, 1.463], [-1.202, -0.161, 0.403], [-2.183, 2.081, 1.010], [2.252, 0.856, -0.494], [0.688, -1.789, -1.303], [0.001, 0.015, -0.430], [-0.075, 0.096, 0.545], [-0.002, -0.084, 0.095], [0.155, -0.488, -0.137], [0.905, -0.031, -0.163], [0.752, 1.039, 0.108], [-0.026, -0.186, 0.180], [-0.321, -0.427, -0.759], [0.107, 0.132, 0.067], [0.031, -0.617, -0.412], [0.283, 0.323, 0.528], [0.943, -1.033, 1.938], [0.944, 1.496, -2.250], [-1.703, -2.384, -0.926], [2.979, 1.992, 2.006], [-0.148, -0.884, -1.662], [-1.422, -0.428, -0.345], [0.191, -0.119, -0.205], [-0.391, -0.105, -0.085], [0.017, 0.638, -0.418], [-0.698, 0.323, 0.409], [-0.017, -0.758, 0.414], [-0.324, 0.093, 0.763], [0.170, 0.085, 0.504], [-0.246, 0.167, -0.200], [0.479, 0.375, -0.137], [-0.100, 0.177, 0.073], [-0.666, 0.367, 0.120], [-0.045, -1.744, 0.513], [-0.835, 0.123, -0.645], [2.810, 0.169, -0.191], [-1.352, -0.697, -2.660], [-0.581, -1.455, 1.089], [0.205, 0.858, 0.377], [0.702, 0.155, -0.435], [-0.403, 0.794, 0.332], [-0.084, 0.111, 0.086], [-0.034, -1.045, -0.107], [-0.212, 0.344, 0.360], [-0.667, 0.833, -0.377], [0.912, 0.024, 0.196], [0.357, -0.127, -0.439], [0.426, 0.517, 0.095], [-0.926, 0.592, 1.054], [-0.265, 0.548, 0.773], [2.376, 1.468, 0.189], [-1.341, 1.525, -0.019], [1.786, -3.415, -1.335], [-3.835, -0.183, 0.998], [0.444, 1.963, 0.502], [0.494, -0.429, 0.058], [0.487, 0.175, -0.017], [-0.411, -1.099, -0.369]]}